{
  "formula": "C4H9NS",
  "method": "ωB97M-V/def2-TZVPD",
  "species": ["C", "C", "C", "C", "H", "H", "H", "H", "H", "H", "H", "H", "H", "N", "S"],
  "xyz": [[0.4739, -0.0623, 1.6661], [-0.4701, 0.4085, 0.5521], [0.6491, -0.1525, -1.6080], [-0.5252, 0.7329, -1.9510], [-0.0967, -2.2746, 2.2640], [0.8501, 0.7514, 2.3163], [1.3431, -0.5290, 1.1605], [-1.0954, 1.2418, 0.9878], [-1.2127, -0.4665, 0.3487], [1.6030, 0.0271, -2.0246], [0.3618, -1.1489, -1.3417], [-1.3888, 0.1944, -2.0492], [-0.2995, 1.5379, -2.6064], [0.1133, 0.8655, -0.6653], [-0.3059, -1.1255, 2.9507]],
  "nbo_charge": [-0.519, -0.228, -0.269, -0.236, 0.122, 0.223, 0.222, 0.205, 0.154, 0.204, 0.182, 0.188, 0.204, -0.411, -0.040],
  "total_charge": 0,
  "orbital_gap_ha": 0.368,
  "spin_multiplicity": 1,
  "e_tot_ha": -610.67844,
  "smiles": "SCCN1CC1",
  "homo_energy_ev": -9.1,
  "de_lowest_ev": 2.048
}

{
  "formula": "C7H16O",
  "method": "ωB97M-V/def2-TZVPD",
  "species": ["C", "C", "C", "C", "C", "C", "C", "H", "H", "H", "H", "H", "H", "H", "H", "H", "H", "H", "H", "H", "H", "H", "H", "O"],
  "xyz": [[-0.5988, -1.8459, -0.1002], [-0.8445, -0.5526, -0.8408], [-1.2801, 0.5716, 0.2466], [-0.1923, 1.6199, 0.6741], [1.1377, 1.4616, 0.5054], [-0.7666, 2.6785, 1.6412], [-1.1579, 3.8654, 0.8216], [-1.4002, -2.2498, 0.4959], [0.0054, -1.7665, 0.7928], [-0.1542, -2.5789, -0.7349], [0.1629, -0.2101, -1.2121], [-1.4587, -0.6331, -1.6989], [-2.1356, 1.1307, -0.2492], [-1.6970, -0.0082, 1.1710], [1.6007, 0.9600, -0.3461], [1.7241, 1.8917, 1.2740], [0.0282, 2.8815, 2.3598], [-1.5250, 2.2189, 2.3188], [-1.7277, 4.5911, 1.3728], [-0.1592, 4.2691, 0.6054], [-1.6764, 3.7412, -0.0810], [3.5288, -5.5644, -1.9036], [2.2447, -5.7518, -2.5447], [3.1067, -6.2141, -2.4133]],
  "nbo_charge": [-0.622, -0.396, -0.439, 0.064, -0.448, -0.440, -0.606, 0.205, 0.211, 0.204, 0.194, 0.207, 0.209, 0.216, 0.203, 0.197, 0.205, 0.202, 0.210, 0.213, 0.211, 0.459, 0.463, -0.922],
  "total_charge": 0,
  "orbital_gap_ha": 0.357,
  "spin_multiplicity": 1,
  "e_tot_ha": -351.46700,
  "smiles": "C=C(CC)CCC.O",
  "homo_energy_ev": -9.1,
  "de_lowest_ev": 2.366
}

{
  "formula": "C27H49EuF2NO2Si2",
  "method": "ωB97M-V/def2-TZVPD",
  "species": ["O", "O", "C", "C", "H", "H", "H", "H", "H", "C", "C", "H", "H", "H", "H", "H", "C", "C", "C", "H", "H", "H", "H", "H", "C", "H", "H", "H", "H", "H", "H", "Eu", "C", "Si", "H", "H", "C", "C", "C", "C", "Si", "H", "H", "C", "C", "C", "H", "H", "H", "H", "H", "H", "H", "H", "H", "H", "H", "H", "H", "H", "H", "H", "H", "H", "F", "C", "C", "C", "C", "C", "F", "C", "C", "C", "C", "C", "C", "N", "H", "H", "H", "H", "H", "H"],
  "xyz": [[-0.6349, -1.7321, 0.0122], [-2.5021, -0.4241, -3.7439], [0.3451, -2.6093, -0.6420], [0.8058, -3.7566, 0.2472], [1.1973, -1.9607, -0.8945], [-0.1521, -2.9671, -1.5492], [1.2175, -3.4588, 1.2284], [1.6130, -4.3063, -0.2555], [-0.0082, -4.4741, 0.4100], [-1.7318, -2.3869, 0.7242], [-2.6754, -3.1129, -0.2059], [-2.2057, -1.5910, 1.3063], [-1.2957, -3.0875, 1.4503], [-3.0807, -2.4460, -0.9762], [-3.4935, -3.4902, 0.4067], [-2.1840, -3.9495, -0.7034], [-3.6129, 0.4707, -3.9285], [-2.4462, -1.5073, -4.6828], [-4.7877, 0.1384, -3.0170], [-3.9595, 0.4354, -4.9750], [-3.1839, 1.4596, -3.7027], [-5.2244, -0.8402, -3.2603], [-5.5653, 0.8902, -3.1551], [-4.4836, 0.1555, -1.9650], [-3.7297, -2.3275, -4.7566], [-1.5861, -2.1169, -4.3481], [-2.2319, -1.0744, -5.6773], [-4.0451, -2.6825, -3.7667], [-3.5501, -3.2008, -5.3826], [-4.5461, -1.7620, -5.2253], [-0.7819, 0.0849, -2.3084], [-0.0582, 0.2685, 1.2778], [-0.3864, 1.1457, -2.3029], [0.4127, 1.6162, -3.9878], [-1.2360, 1.8103, -2.0928], [0.3535, 1.3000, -1.4725], [1.3811, 0.2442, -4.8471], [1.6361, 3.0225, -3.7911], [-0.5942, 2.4063, -5.3795], [2.3385, -0.1797, 1.1117], [3.5930, 0.8193, 2.0672], [2.5471, -0.2464, 0.0181], [2.2553, -1.2258, 1.4745], [4.2910, 2.1381, 0.9091], [5.1681, -0.1179, 2.5397], [2.8803, 1.5939, 3.6307], [0.1294, 2.5757, -6.1968], [-0.9999, 3.3948, -5.1162], [-1.4102, 1.7943, -5.7804], [2.2719, -0.0487, -4.2738], [1.7410, 0.6169, -5.8233], [0.8053, -0.6719, -5.0374], [2.2700, 2.9332, -2.9029], [1.1102, 3.9870, -3.7607], [2.2802, 3.0234, -4.6818], [5.4530, -0.8283, 1.7494], [5.0868, -0.6771, 3.4814], [6.0083, 0.5836, 2.6507], [2.4354, 0.8359, 4.2974], [2.0971, 2.3344, 3.4036], [3.6643, 2.1157, 4.2070], [5.1553, 2.6244, 1.3794], [3.5495, 2.9060, 0.6591], [4.6363, 1.6597, -0.0170], [-0.9940, 5.3374, 3.6372], [-0.7655, 4.0220, 3.9597], [-0.7502, 3.0888, 2.9103], [-0.5184, 1.7870, 3.2658], [-0.3092, 1.3261, 4.5578], [-0.3739, 2.3313, 5.5642], [-0.2248, 2.0303, 6.9040], [-0.5625, 3.6834, 5.2909], [0.0235, -0.0948, 4.7797], [0.0963, -0.6409, 6.0670], [0.4644, -1.9651, 6.2327], [0.6479, -2.7701, 5.0998], [0.4383, -2.1849, 3.8324], [0.1981, -0.8692, 3.6651], [-0.9006, 3.3766, 1.8726], [-0.5475, 4.4260, 6.0736], [-0.1628, 0.0063, 6.8880], [0.5677, -2.3680, 7.2305], [0.8996, -3.8213, 5.1712], [0.4274, -2.8251, 2.9412]],
  "mulliken_spin": [-0.005, 0.000, 0.006, 0.002, -0.001, -0.001, -0.002, 0.000, 0.000, 0.006, 0.001, 0.004, 0.002, 0.001, 0.000, 0.000, 0.000, 0.000, 0.000, 0.000, 0.000, 0.000, 0.000, 0.000, 0.000, 0.000, 0.000, 0.000, 0.000, 0.000, -0.009, 7.001, 0.011, 0.002, 0.000, 0.009, 0.000, 0.000, 0.000, 0.003, -0.006, -0.001, -0.002, 0.000, -0.002, 0.003, 0.000, 0.000, 0.000, 0.000, 0.000, 0.000, 0.000, 0.000, 0.000, 0.000, 0.000, 0.000, 0.000, -0.001, 0.000, 0.000, 0.000, 0.000, 0.000, 0.002, 0.002, 0.001, -0.032, 0.003, 0.000, 0.002, 0.006, 0.001, 0.001, 0.003, 0.009, -0.010, 0.001, 0.000, 0.000, 0.000, 0.000, -0.009],
  "total_charge": 0,
  "orbital_gap_ha": [0.242, 0.252],
  "spin_multiplicity": 8,
  "e_tot_ha": -2752.40869,
  "homo_energy_ev": [-6.5, -6.7],
  "de_lowest_ev": 0.360
}

{
  "formula": "C18H21N5O3OsPTe",
  "method": "ωB97M-V/def2-TZVPD",
  "species": ["Os", "N", "C", "N", "C", "N", "N", "C", "C", "C", "C", "C", "C", "N", "C", "C", "C", "C", "C", "C", "H", "H", "H", "H", "H", "H", "H", "H", "H", "H", "H", "C", "C", "O", "P", "O", "Te", "O", "C", "C", "H", "H", "H", "H", "H", "H", "H", "H", "H", "H"],
  "xyz": [[0.3020, 0.3635, 0.8545], [1.1646, -3.6830, 2.0791], [1.0803, -2.3596, 2.0688], [0.6400, -1.6707, 1.0327], [0.2588, -2.3466, -0.1165], [-0.1909, -1.5616, -1.1446], [0.0686, -0.2529, -1.0116], [-0.2619, 0.7173, -1.8890], [-0.2916, 2.0230, -1.3454], [-0.7083, 3.1952, -2.0094], [-0.8203, 4.3711, -1.2981], [-0.4633, 4.4134, 0.0553], [-0.0112, 3.2463, 0.6472], [0.0460, 2.0932, -0.0129], [0.3892, -3.7704, -0.1976], [0.1460, -4.5412, -1.3459], [0.3074, -5.9163, -1.3171], [0.7234, -6.5634, -0.1527], [1.0039, -5.8318, 0.9893], [0.8458, -4.4501, 0.9722], [1.5122, -4.1663, 2.9073], [1.3865, -1.8173, 2.9578], [-0.4422, 0.4989, -2.9372], [-0.9473, 3.1493, -3.0590], [-1.1875, 5.2678, -1.7766], [-0.5282, 5.3276, 0.6275], [0.3170, 3.2279, 1.6873], [-0.1160, -4.0479, -2.2752], [0.1309, -6.5007, -2.2082], [0.8518, -7.6351, -0.1430], [1.3604, -6.3255, 1.8806], [-5.0657, 2.2156, -2.1821], [-3.9789, 1.1979, -2.4385], [-3.1388, 1.0475, -1.2565], [-3.0327, -0.2791, -0.4457], [-2.0607, -0.1793, 0.6839], [-2.0661, -2.0294, -2.0318], [-4.4843, -0.6575, -0.0337], [-4.8575, -1.7409, 0.8448], [-5.6794, -2.7677, 0.0998], [-5.6868, 2.3131, -3.0681], [-4.6386, 3.1885, -1.9492], [-5.6977, 1.9154, -1.3497], [-3.3132, 1.5317, -3.2400], [-4.4064, 0.2252, -2.7081], [-5.4498, -1.2803, 1.6412], [-3.9597, -2.1791, 1.2898], [-6.6235, -2.3401, -0.2347], [-5.9021, -3.5992, 0.7631], [-5.1533, -3.1463, -0.7794]],
  "nbo_charge": [1.144, -0.467, 0.366, -0.575, 0.504, -0.447, -0.227, 0.112, 0.087, -0.133, -0.128, -0.153, 0.069, -0.456, -0.180, -0.130, -0.161, -0.072, -0.241, 0.285, 0.468, 0.251, 0.267, 0.256, 0.270, 0.276, 0.233, 0.230, 0.267, 0.271, 0.259, -0.638, -0.061, -0.839, 2.205, -1.111, 0.485, -0.806, -0.068, -0.635, 0.258, 0.227, 0.235, 0.199, 0.191, 0.232, 0.184, 0.245, 0.255, 0.199],
  "total_charge": 3,
  "orbital_gap_ha": [0.241, 0.238],
  "spin_multiplicity": 1,
  "e_tot_ha": -1897.06472,
  "homo_energy_ev": [-17.4, -17.4]
}

What is the formula in the first record?
C4H9NS